This record from OMol25 describes C20H25ClN2OTi as an isolated structure. The level of theory is ωB97M-V/def2-TZVPD.

Structure (XYZ):
```
50
Properties=species:S:1:pos:R:3:mulliken_charge:R:1
C -4.67 -3.62 0.58 1.185
C -5.27 -2.71 1.58 -1.189
C -5.25 -3.68 -0.79 -1.188
C -3.84 -4.76 1.05 -1.183
Cl -2.00 -1.56 -0.25 -0.385
H -6.16 -4.30 -0.82 0.393
H -4.56 -4.11 -1.51 0.363
H -5.55 -2.69 -1.14 0.360
H -6.18 -3.13 2.03 0.397
H -5.56 -1.75 1.14 0.357
H -4.58 -2.50 2.40 0.363
H -4.46 -5.60 1.39 0.398
H -3.21 -4.48 1.89 0.361
H -3.20 -5.15 0.26 0.357
C 0.23 2.44 -1.19 -0.155
C -0.30 1.89 -2.38 -0.823
C -1.61 1.42 -2.11 -0.348
H 0.21 1.85 -3.33 0.572
C -1.88 1.70 -0.75 -0.851
C -0.76 2.33 -0.19 -0.123
H -0.66 2.68 0.82 0.522
H 1.20 2.91 -1.08 0.494
H -2.27 0.95 -2.81 0.465
H -2.78 1.43 -0.23 0.519
C 2.27 -1.01 -0.83 -0.409
C 2.16 -0.31 -2.05 0.135
C 1.20 -0.96 -2.86 -0.801
H 2.72 0.58 -2.32 0.468
C 0.71 -2.06 -2.14 -0.243
C 1.35 -2.09 -0.88 -1.069
H 1.18 -2.81 -0.10 0.448
H 2.93 -0.79 -0.02 0.783
H 0.89 -0.66 -3.84 0.491
H -0.06 -2.74 -2.47 0.495
Ti -0.04 -0.04 -0.87 0.725
N 6.18 3.93 2.18 -0.326
C 4.85 4.00 2.44 0.277
O 4.46 4.85 3.24 -0.594
C 3.85 3.10 1.79 0.906
C 2.51 3.20 2.06 -0.765
C 1.56 2.38 1.41 -0.334
N 1.77 1.36 0.45 0.502
C 3.20 1.31 0.30 -0.693
C 4.18 2.12 0.90 -0.995
H 6.83 4.58 2.65 0.263
H 6.59 3.25 1.53 0.162
H 2.17 3.91 2.80 0.486
H 0.69 2.52 1.97 0.423
H 3.75 0.81 -0.47 0.488
H 5.21 1.97 0.60 0.314
```

Results
max |F| = 0.1113 hartree/bohr
LUMO level = -7.9172 eV
E_HOMO = -14.51 eV
charge = +2
Kohn-Sham gap = 6.6 eV
energy above the lowest of the compared OMol25 structures with the same formula, charge and spin = 325.8 kJ/mol
multiplicity = 1